Entry 1:
70
Properties=species:S:1:pos:R:3:forces:R:3 method="wB97M-V/def2-TZVPD" energy_ev=-63048.1586 s2=3.8212 spin_multiplicity=4
Cr 0.6985 0.9186 1.7158 -1.02 -2.36 -2.62
C 4.3145 1.0133 0.0807 -0.33 1.62 0.92
C 3.7271 0.1236 -1.0078 0.08 -0.61 -0.03
C 4.7198 -1.0540 -1.1923 -0.56 0.12 0.26
C 4.1396 -2.2679 -1.8926 -0.03 -0.08 -0.85
C 2.7714 -2.6648 -1.3586 0.66 -0.87 0.41
C 1.7910 -1.5112 -1.1697 0.32 -0.85 -1.65
N 2.4930 -0.4569 -0.4598 0.22 -0.60 1.28
O 1.6144 0.5166 -0.0817 -1.44 1.91 1.04
C 0.6356 -2.0825 -0.3554 -0.23 0.33 0.28
C 1.3053 -1.0917 -2.5775 -0.97 -0.07 0.12
C 3.5383 0.9373 -2.2960 1.07 0.91 -0.24
H 5.3823 1.2485 0.0629 0.12 -0.59 -0.58
H 4.0846 0.7028 1.1026 0.02 -0.62 -0.29
H 3.8662 2.0182 0.0453 -0.18 -0.12 -0.22
H 4.9582 -1.3238 -0.1606 0.39 -0.16 -0.10
H 5.6039 -0.7078 -1.7300 0.14 0.09 0.22
H 4.8301 -3.1165 -1.8532 0.00 0.04 0.39
H 4.0902 -2.1025 -2.9777 -0.22 0.33 0.07
H 2.9074 -3.1930 -0.4058 0.06 0.37 0.19
H 2.3519 -3.4567 -1.9867 -0.22 0.29 -0.25
H 1.0489 -2.3479 0.6201 -0.24 0.10 0.09
H 0.2064 -2.9929 -0.7810 0.40 -0.06 -0.34
H -0.2107 -1.3981 -0.2649 0.37 0.23 0.25
H 0.7726 -0.1402 -2.5212 0.19 0.11 -0.04
H 0.5671 -1.8090 -2.9551 0.06 -0.09 0.16
H 2.0815 -1.0539 -3.3347 0.22 0.18 0.11
H 3.7865 0.3635 -3.1871 -0.50 -0.14 -0.09
H 4.2663 1.7626 -2.3273 0.19 -0.23 0.20
H 2.6019 1.4853 -2.3838 -0.36 -0.57 0.08
C -2.5270 0.0266 -1.7403 0.31 -1.29 0.82
C -2.9176 0.9807 -0.6018 -0.15 1.61 -0.77
C -4.4431 1.2148 -0.6418 -0.19 -1.41 -0.67
C -5.1845 0.0342 -0.0144 0.15 0.17 0.44
C -4.6810 -0.2413 1.3950 -0.64 0.30 0.06
C -3.1587 -0.4115 1.4915 -0.06 -0.70 0.00
N -2.4901 0.6509 0.7361 -0.88 0.68 1.63
O -1.1229 0.5501 0.8193 2.36 -0.66 -0.10
C -2.7483 -1.8318 1.0396 -0.31 0.09 0.01
C -2.8053 -0.2811 2.9825 0.22 0.30 -0.48
C -2.3116 2.3531 -0.9616 1.00 0.02 -0.97
H -1.5126 -0.3502 -1.5782 0.15 0.55 -0.22
H -2.6427 0.4692 -2.7263 0.06 0.08 0.00
H -3.0975 -0.9067 -1.6885 -0.36 0.26 -0.25
H -4.7229 1.2063 -1.7008 0.10 0.26 -0.06
H -4.7705 2.1841 -0.2678 0.22 -0.06 0.49
H -5.0325 -0.9065 -0.5521 0.07 0.28 -0.46
H -6.2621 0.2143 -0.0232 -0.01 -0.02 0.11
H -5.2281 -1.1246 1.7417 0.45 -0.17 0.22
H -4.9863 0.5529 2.0852 0.06 0.19 -0.19
H -1.6685 -1.9487 1.1085 -0.04 -0.04 -0.06
H -3.0782 -2.0379 0.0210 0.18 0.03 -0.04
H -3.2379 -2.5807 1.6675 0.10 0.03 0.11
H -3.2384 -1.1317 3.5063 -0.01 0.11 0.24
H -3.2035 0.6670 3.3503 -0.12 -0.07 0.16
H -1.7256 -0.2505 3.1277 -0.06 -0.35 -0.10
H -1.2582 2.3047 -1.2693 0.04 -0.43 0.48
H -2.3684 3.1004 -0.1706 -0.39 -0.09 0.09
H -2.7501 2.7171 -1.8982 -0.51 0.15 0.32
O 1.0787 -0.7194 2.6043 -0.02 1.39 0.14
H 0.5057 -1.4267 2.3109 -0.13 -0.15 -0.13
O -0.1806 1.6002 3.4735 -0.24 0.91 0.74
H -0.4570 1.1429 4.2774 0.10 -0.37 -0.34
H -0.4457 2.5212 3.5896 -0.05 -0.15 -0.10
O 2.4008 1.8485 2.5362 0.60 -0.16 0.95
H 2.9099 2.6525 2.3940 -0.17 -0.07 -0.37
H 2.7996 1.4124 3.3042 -0.16 -0.17 -0.24
O 0.5299 2.8219 0.8540 0.48 1.14 -0.31
H 0.0456 3.6397 1.0103 -0.23 -0.27 0.01
H 1.0433 2.9643 0.0420 -0.12 -0.54 0.06

Entry 2:
11
Properties=species:S:1:pos:R:3:forces:R:3 method="wB97M-V/def2-TZVPD" energy_ev=-9332.0223 s2=0.7566 spin_multiplicity=2
O 0.9566 -2.0565 0.1098 -0.26 0.53 -0.58
C 0.4383 -1.3893 -0.7797 0.34 -1.85 1.15
O -0.1785 -1.6741 -1.8206 0.06 1.03 -0.01
C 0.5179 0.1892 -0.4426 -0.20 0.55 -1.05
C -0.7326 0.5772 0.3430 0.35 -0.69 1.12
O -0.4852 1.5881 1.3177 -0.03 0.22 -0.93
H 0.5550 0.7535 -1.3726 0.23 -0.06 0.01
H 1.4653 0.2281 0.0820 -0.12 0.20 0.23
H -1.4850 0.9094 -0.3611 -0.24 0.17 0.19
H -1.0740 -0.2948 0.9126 -0.30 -0.10 -0.47
H 0.0219 1.1693 2.0115 0.17 -0.01 0.34

Entry 3:
51
Properties=species:S:1:pos:R:3:forces:R:3 method="wB97M-V/def2-TZVPD" total_charge=-1 energy_ev=-127716.7679 s2=0.7598 spin_multiplicity=2
Ru -0.2660 0.3781 0.1405 -0.03 1.01 0.31
N -3.4322 -1.7721 2.2650 -0.05 -0.18 0.04
C -2.3217 -1.2371 1.6845 0.21 0.54 -0.32
S -2.5170 0.2701 0.8610 -0.12 -0.30 0.05
N -1.1874 -1.8880 1.8546 -0.27 -0.41 0.07
N -0.1443 -1.2648 1.2605 -0.16 0.73 0.06
C 1.0465 -1.6700 1.5627 0.24 -0.36 0.05
C 2.1482 -0.9443 0.9859 0.09 -0.03 -0.02
C 3.4853 -1.2473 1.2394 0.08 -0.14 0.14
C 4.4828 -0.5028 0.6472 0.05 0.01 0.03
C 4.1322 0.5475 -0.1924 -0.01 -0.03 0.10
C 2.7910 0.8014 -0.3934 -0.01 0.13 -0.09
N 1.8184 0.0871 0.1756 -0.21 -0.14 -0.50
H -4.3043 -1.4373 1.8935 -0.03 -0.02 0.04
H -3.3819 -2.7513 2.4948 0.02 0.01 0.02
H 1.1768 -2.5157 2.2270 0.08 0.04 0.04
H 3.7155 -2.0620 1.9149 0.02 0.00 -0.06
H 5.5262 -0.7250 0.8340 -0.03 -0.04 0.03
H 4.8819 1.1665 -0.6643 -0.03 0.00 -0.05
H 2.4714 1.6100 -1.0385 -0.07 0.00 0.02
F 1.7843 5.3726 1.6313 0.06 -0.06 0.05
C 0.5831 5.5006 1.0336 0.05 0.05 -0.09
F -0.3416 5.4662 1.9999 -0.07 -0.04 0.05
F 0.5545 6.7609 0.5322 0.03 0.04 -0.02
C 0.3607 4.4846 -0.0454 -0.08 -0.02 -0.04
C 0.3765 4.8798 -1.3696 -0.06 -0.05 0.06
C 0.1664 3.9427 -2.3743 0.03 0.04 0.02
C -0.0801 2.6359 -2.0052 0.01 0.04 0.00
N -0.1020 2.2541 -0.7265 -0.05 0.03 -0.53
C 0.1441 3.1232 0.2697 0.18 0.43 0.18
S 0.2058 2.3766 1.8120 -0.22 -1.00 -0.44
H 0.5483 5.9192 -1.6133 -0.01 0.00 -0.01
H 0.1721 4.2218 -3.4181 0.00 0.00 0.01
H -0.2721 1.8505 -2.7234 0.00 -0.05 0.04
Se -3.0026 0.9901 -2.3247 -0.13 -0.11 0.16
C -3.6571 0.6875 -3.9927 -0.04 0.15 -0.31
N -4.0832 0.4939 -5.0541 0.04 -0.05 0.02
C -1.9331 -2.1751 -2.9872 -0.01 0.13 0.02
C -0.6293 -1.4719 -2.5987 0.09 -0.20 -0.03
C 0.2175 -1.2447 -3.8579 -0.10 0.10 0.02
C 0.1399 -2.3949 -1.6506 -0.03 0.07 -0.02
O -0.8688 -0.2236 -1.9839 0.49 -0.23 0.93
H -1.7163 -3.1391 -3.4574 -0.03 0.01 0.03
H -2.5011 -1.5664 -3.6915 0.01 -0.09 0.00
H -2.5445 -2.3380 -2.0969 0.00 0.01 -0.02
H 0.4904 -2.1953 -4.3260 -0.01 0.05 -0.03
H 1.1311 -0.7070 -3.5917 0.00 -0.01 -0.01
H -0.3453 -0.6477 -4.5800 0.04 0.02 0.01
H 0.4422 -3.3150 -2.1609 -0.04 0.03 0.01
H -0.4858 -2.6545 -0.7962 0.02 -0.03 0.00
H 1.0322 -1.8850 -1.2863 0.04 -0.07 -0.03

Entry 4:
16
Properties=species:S:1:pos:R:3:forces:R:3 method="wB97M-V/def2-TZVPD" total_charge=+2 energy_ev=-42555.9827
C 1.9513 0.3828 -0.2197 -0.14 1.07 0.30
C 1.6791 0.7042 -1.6396 0.75 1.37 -0.22
C 1.6662 1.4393 -3.7388 3.27 1.55 0.93
C 0.8364 0.0287 0.7322 3.29 -0.36 -0.02
N 0.6755 0.6919 -3.6097 -2.29 -1.16 -0.41
N 2.3926 1.5263 -2.5034 -1.90 -1.91 0.59
N -0.4449 0.0260 0.6435 -0.24 0.56 -1.10
N 0.6532 0.2574 -2.3301 -0.25 0.36 -1.40
I 2.2263 2.4015 1.0408 -0.18 -1.31 -0.85
I 2.3782 2.3293 -5.3984 -0.06 0.28 -0.65
I 3.6993 -0.9265 -0.1093 -0.93 0.50 0.16
I 4.2188 2.3332 -2.2098 0.32 0.23 -0.02
H 1.4672 -0.3024 1.5999 -1.97 0.06 0.06
H -0.9798 -0.0493 1.4825 -0.48 -0.44 0.74
H -1.0081 0.2999 -0.1851 0.80 -0.10 0.76
H -0.1807 -0.2877 -2.2281 0.03 -0.72 1.14

Entry 5:
18
Properties=species:S:1:pos:R:3:forces:R:3 method="wB97M-V/def2-TZVPD" smiles="C=CCN/C=C/C" energy_ev=-7887.2988
C -3.3998 -0.3059 -0.5851 -0.42 1.47 -0.03
C -2.1107 -0.0096 -0.7345 0.62 -2.32 -0.39
C -1.0905 -1.0140 -0.2227 0.08 -1.31 -1.18
N -0.1462 -0.3903 0.6633 0.55 -0.75 0.81
C 1.1350 -0.1180 0.2417 -0.20 0.85 -1.41
C 2.1237 0.6224 0.7754 -0.18 -1.29 0.39
C 3.2016 1.1828 -0.0829 1.06 0.66 1.44
H -3.7963 -1.3079 -0.4970 0.29 -0.12 1.14
H -4.1194 0.5072 -0.5296 -0.30 -0.20 -1.10
H -1.6737 0.6795 -1.4501 -0.34 1.24 1.02
H -1.5784 -1.9184 0.1606 -0.22 0.48 0.73
H -0.5396 -1.5175 -1.0299 0.25 0.65 -0.20
H -0.3335 -0.3588 1.6524 -0.24 0.12 -0.08
H 1.2766 -0.4453 -0.7921 -0.28 0.58 -0.16
H 2.3272 0.4372 1.8278 -0.34 1.12 0.31
H 4.1578 0.9972 0.4275 0.29 -0.96 -0.89
H 3.0785 0.9120 -1.1203 0.47 -0.35 -0.27
H 3.3359 2.2751 -0.0460 -1.10 0.12 -0.14

Entry 6:
117
Properties=species:S:1:pos:R:3:forces:R:3 method="wB97M-V/def2-TZVPD" total_charge=+1 energy_ev=-72651.2315
C 11.4733 -6.0050 -1.8865 0.07 0.10 0.22
O 10.7907 -4.8695 -1.3866 -0.05 0.00 -0.02
C 9.5530 -4.6032 -2.0177 -0.03 0.28 0.20
C 8.3876 -5.2192 -1.2508 0.24 -0.48 -0.35
C 7.0617 -5.1815 -2.0242 -0.21 0.05 0.38
C 6.1515 -3.9832 -1.6720 0.58 -0.06 -0.12
C 6.3213 -2.7675 -2.6141 -0.35 -0.43 0.09
C 5.0064 -2.2337 -3.2296 0.42 0.25 -0.38
C 4.7119 -0.7732 -2.8795 0.00 -0.06 0.19
C 4.2060 -0.5069 -1.4454 0.16 -0.10 -0.21
C 3.2783 -1.5672 -0.8658 -0.48 0.28 0.27
C 1.8657 -1.5221 -1.4599 0.45 -0.62 -0.22
C 0.9159 -2.4212 -0.6749 0.12 1.18 0.21
C -0.5472 -2.3033 -1.0755 -0.94 -2.08 0.28
C -1.3480 -3.2982 -0.1712 -0.25 0.75 0.75
N -2.0368 -4.2336 -1.0639 0.01 -0.04 -0.36
C -2.8636 -5.3624 -0.5422 0.41 -0.34 0.29
N -2.2274 -6.6519 -0.6688 -0.01 0.29 -0.70
C -1.8384 -3.9579 -2.2945 0.02 0.31 0.11
C -0.9251 -2.8255 -2.5109 0.57 0.42 -0.44
B 0.2845 -3.3595 -3.4675 0.33 0.09 -0.05
O 1.1887 -4.2859 -2.9971 -0.52 0.14 0.44
O 0.4148 -2.9260 -4.7450 -0.24 -0.46 0.05
H 10.7925 -6.7021 -2.3830 0.04 -0.01 -0.01
H 11.9428 -6.5162 -1.0452 -0.02 -0.02 -0.03
H 12.2619 -5.6953 -2.5789 -0.09 -0.07 -0.11
H 9.5592 -4.9774 -3.0486 0.00 0.04 0.00
H 9.4497 -3.5142 -2.0540 0.00 -0.02 -0.10
H 8.6609 -6.2633 -1.0635 -0.01 0.02 -0.01
H 8.2983 -4.7566 -0.2656 -0.03 0.07 -0.05
H 6.5148 -6.1023 -1.8080 0.02 0.01 0.01
H 7.2637 -5.1950 -3.1000 -0.05 -0.03 0.01
H 5.1176 -4.3352 -1.6679 -0.05 0.17 -0.02
H 6.4178 -3.6933 -0.6522 -0.34 0.02 0.06
H 6.9681 -3.0902 -3.4323 0.07 0.16 0.02
H 6.8444 -1.9601 -2.0971 0.00 0.00 -0.03
H 5.1151 -2.2718 -4.3172 -0.10 -0.03 0.01
H 4.1718 -2.8997 -2.9979 -0.03 0.07 0.05
H 5.6506 -0.2246 -2.9991 -0.09 0.10 -0.12
H 4.0249 -0.3444 -3.6144 -0.12 -0.10 0.07
H 5.0564 -0.3695 -0.7733 0.02 -0.11 -0.02
H 3.6753 0.4502 -1.4590 0.06 0.02 0.15
H 3.1812 -1.4111 0.2145 0.10 0.04 -0.02
H 3.6711 -2.5783 -0.9918 0.13 0.06 0.03
H 1.9655 -1.8861 -2.4916 -0.21 0.24 -0.09
H 1.4975 -0.4930 -1.4931 -0.05 -0.02 0.03
H 0.9767 -2.1011 0.3727 -0.05 -0.08 0.00
H 1.2474 -3.4600 -0.6908 -0.06 0.00 -0.19
H -1.0272 -1.3447 -0.8935 0.59 0.33 -0.24
H -2.1095 -2.7810 0.4186 -0.13 -0.02 0.06
H -0.7256 -3.8301 0.5507 0.06 -0.22 -0.23
H -3.0175 -5.1420 0.5126 -0.14 0.18 -0.08
H -3.8094 -5.3579 -1.0787 -0.05 0.03 0.14
H -2.4423 -7.0626 -1.5707 -0.03 -0.11 0.09
H -1.2164 -6.5783 -0.6300 -0.03 -0.11 0.39
H -2.2889 -4.5441 -3.0913 -0.12 -0.04 0.15
H -1.4259 -2.0417 -3.0894 -0.17 -0.11 0.02
H 1.0558 -5.1839 -3.2999 0.36 -0.19 -0.33
H -0.3612 -2.5012 -5.1158 0.07 0.40 -0.05
O -3.6121 -1.4407 1.9135 -0.63 -0.64 -1.92
P -4.6324 -0.4136 2.2312 0.22 1.62 3.54
N -3.8795 1.0805 2.1797 0.28 -0.15 -0.43
C -4.2310 2.2527 2.9709 -0.27 0.27 -0.01
C -2.9993 1.3442 1.0498 0.22 -0.16 -0.08
N -5.1329 -0.7841 3.8016 0.43 -0.22 -0.01
C -5.5236 0.1884 4.8067 -0.43 0.03 -0.07
C -4.5477 -1.9694 4.4205 0.13 -0.05 0.01
N -6.1654 -0.0541 1.6380 0.25 -1.17 -1.57
C -7.0965 -1.2008 1.6425 -0.13 0.06 0.26
C -6.1652 0.5403 0.2862 0.01 0.37 0.17
H -5.2864 2.5313 2.8868 -0.01 -0.06 -0.02
H -3.6511 3.1117 2.6377 0.02 -0.01 -0.12
H -3.9926 2.1140 4.0222 -0.03 -0.04 0.01
H -3.5319 1.6901 0.1537 0.01 0.09 0.03
H -2.4509 0.4393 0.7835 -0.05 -0.02 0.03
H -2.2673 2.1065 1.3181 -0.03 0.00 0.06
H -4.6621 0.6043 5.3387 -0.01 -0.01 0.02
H -6.1668 -0.2954 5.5461 0.02 -0.04 -0.02
H -6.1020 0.9991 4.3710 0.05 0.02 -0.06
H -3.5480 -1.7834 4.8304 -0.01 -0.01 0.02
H -4.4756 -2.7863 3.7085 0.04 0.04 -0.04
H -5.1972 -2.2952 5.2356 -0.01 0.07 0.01
H -6.7635 -2.0134 0.9871 -0.02 0.02 -0.05
H -8.0736 -0.8612 1.3006 0.02 0.03 -0.02
H -7.2086 -1.5875 2.6516 0.09 0.00 0.01
H -5.6274 -0.0670 -0.4509 -0.04 -0.03 -0.02
H -5.7254 1.5356 0.3136 0.07 -0.03 0.03
H -7.1939 0.6523 -0.0522 -0.02 -0.03 0.03
O -2.8175 5.4265 2.4078 0.70 -1.63 -0.97
P -2.2277 6.4337 1.5040 -1.01 3.64 0.69
N -1.0441 7.2567 2.3622 0.13 -0.42 0.18
C -0.6429 8.6400 2.1674 0.20 0.05 -0.28
C -0.1341 6.4440 3.1625 -0.08 -0.18 0.20
N -3.5077 7.4676 1.1089 -0.16 -0.19 0.37
C -3.3946 8.8953 0.8815 0.07 0.01 -0.41
C -4.8176 7.1242 1.6550 -0.05 -0.04 0.12
N -1.5610 6.3829 -0.0439 0.11 -1.87 0.01
C -2.4453 5.7686 -1.0530 -0.13 0.23 -0.10
C -0.2456 5.7161 -0.1099 0.18 0.32 0.06
H -0.3666 8.8694 1.1328 -0.01 -0.02 -0.01
H 0.2312 8.8457 2.7835 0.01 -0.09 -0.01
H -1.4173 9.3356 2.4810 -0.02 0.00 -0.01
H 0.7027 6.0330 2.5840 0.04 0.08 0.02
H -0.6741 5.6105 3.6099 -0.03 0.00 -0.05
H 0.2807 7.0378 3.9771 -0.05 0.05 -0.01
H -3.4164 9.4688 1.8144 -0.02 0.02 -0.01
H -4.2347 9.2329 0.2687 -0.02 -0.04 0.02
H -2.4890 9.1391 0.3309 0.05 -0.04 0.04
H -4.9376 7.4397 2.6978 -0.02 0.01 -0.01
H -4.9921 6.0534 1.6047 0.06 -0.01 0.05
H -5.5865 7.6172 1.0557 0.04 0.05 -0.01
H -2.6599 4.7156 -0.8361 0.04 -0.02 -0.02
H -1.9618 5.8287 -2.0280 0.04 0.01 0.02
H -3.3841 6.3130 -1.1082 -0.01 0.00 0.09
H -0.2531 4.7069 0.3174 -0.01 -0.02 -0.04
H 0.5048 6.3113 0.4067 -0.04 -0.01 0.07
H 0.0632 5.6428 -1.1518 -0.04 0.01 -0.02